DFT (the ωB97M-V functional and the def2-TZVPD basis) results for a cluster of 2 separate species, C2H3F2I in total at a distorted geometry.

Results
2S+1 = 1
Gap between HOMO and LUMO = 0.3850 Ha
HOMO = -9.83 eV
Relative energy (zero: lowest compared OMol25 entry of this formula, charge and spin) = 1.0098 eV
Total energy = -15657.14619 eV
SMILES = C=C(F)F.I
Total charge = 0

Each line ends with the natural charge from an NBO analysis.
Atoms and positions in Å:
C -0.93 0.84 0.18  -0.607
C -1.09 -0.48 0.06  0.756
F -0.70 -1.41 0.91  -0.304
F -1.53 -1.08 -1.04  -0.310
I 3.22 0.32 0.07  -0.096
H -0.63 1.31 1.13  0.233
H -1.42 1.50 -0.58  0.233
H 3.08 -1.01 -0.74  0.096

DFT (the ωB97M-V functional and the def2-TZVPD basis) results for an isolated molecule of C2H3F2I at a distorted geometry.

Results
2S+1 = 3
Gap between HOMO and LUMO (spin up / spin down) = 0.1494 / 0.2435 Ha
HOMO (spin up / spin down) = -4.75 / -10.09 eV
Relative energy (zero: lowest compared OMol25 entry of this formula, charge and spin) = 4.0611 eV
Total energy = -15650.74481 eV
Total charge = 0

Each line ends with the Löwdin spin population.
Atoms and positions in Å:
C -1.61 0.47 0.11  0.431
C 1.91 -1.12 -0.19  0.247
F 2.74 -0.68 -1.11  0.089
F 2.54 -0.77 0.95  0.078
I 0.38 1.04 -0.20  1.081
H -2.40 1.10 -0.39  0.032
H -1.74 -0.54 -0.26  0.025
H -1.82 0.50 1.08  0.017

DFT (the ωB97M-V functional and the def2-TZVPD basis) results for a cluster of 2 separate species, C2H3F2N in total at a distorted geometry.

Results
2S+1 = 1
Gap between HOMO and LUMO = 0.4567 Ha
HOMO = -11.95 eV
Relative energy (zero: lowest compared OMol25 entry of this formula, charge and spin) = 1.5302 eV
Total energy = -9045.10824 eV
SMILES = FC1=NC1.F
Total charge = 0

Each line ends with the natural charge from an NBO analysis.
Atoms and positions in Å:
C -1.17 0.03 0.07  -0.308
C -0.10 -0.88 -0.08  0.640
N 0.34 0.24 -0.37  -0.400
F 0.16 -2.18 -0.18  -0.260
F 2.60 1.24 0.04  -0.620
H -2.04 0.18 -0.50  0.212
H -1.39 0.33 1.12  0.193
H 1.61 1.05 -0.09  0.543

DFT (the ωB97M-V functional and the def2-TZVPD basis) results for the ion C2H3F2O4P with charge -2 at a distorted geometry.

Results
2S+1 = 1
Gap between HOMO and LUMO = 0.1904 Ha
HOMO = 0.85 eV
Relative energy (zero: lowest compared OMol25 entry of this formula, charge and spin) = 0.0000 eV
Total energy = -25037.08591 eV
SMILES = COC(F)(F)P(=O)([O-])[O-]
Total charge = -2

Each line ends with the natural charge from an NBO analysis.
Atoms and positions in Å:
C 0.19 0.13 0.19  -0.244
C -2.18 -0.45 -0.01  0.554
O -4.84 -0.97 0.04  -1.244
O -3.89 1.18 1.21  -1.244
O -4.00 1.00 -1.31  -1.251
O -1.16 0.50 0.14  -0.538
F -2.04 -1.26 -1.17  -0.412
F -1.83 -1.41 0.93  -0.411
P -3.95 0.28 0.01  2.332
H 0.81 1.15 0.36  0.150
H 0.52 -0.50 -0.63  0.161
H 0.55 -0.49 1.03  0.147

> What is the formula in the first record?

C2H3F2I

> What is the total energy in the fourth record?

-25037.08591 eV

> Look up the 2S+1 of the fourth one.

1